1.
Formula: C3BrFN2O
Source: OMol25
Level of theory: ωB97M-V/def2-TZVPD

Last column: Löwdin charge in e.
Positions of all 8 atoms, in Å:
Br: 3.125 -0.044 -0.003  0.836
F: -0.712 2.589 -0.027  0.149
O: -1.594 -1.895 -0.061  0.156
N: 0.549 -1.155 0.037  0.065
N: -1.323 0.366 0.039  0.166
C: -0.535 1.318 -0.001  -0.166
C: 1.340 -0.201 0.012  -0.674
C: -0.850 -0.977 0.003  -0.532

* DFT total energy: -2972.8227 hartree
* net charge: 0

2.
Formula: C3Cl2F3O2
Source: OMol25
Level of theory: ωB97M-V/def2-TZVPD

Last column: Löwdin charge in e.
Positions of all 10 atoms, in Å:
Cl: 0.724 0.350 -1.045  0.539
Cl: -0.237 -1.514 1.012  0.370
F: -1.992 1.497 -0.834  0.067
F: -2.554 0.630 1.097  -0.006
F: -2.537 -0.573 -0.753  0.041
O: 2.724 -1.448 -0.165  0.122
O: 3.219 0.736 0.289  0.123
C: -1.825 0.396 -0.093  -0.776
C: 2.868 -0.349 0.079  -0.647
C: -0.390 0.274 0.413  -0.833

* DFT total energy: -1484.8406 hartree
* net charge: -1

3.
Formula: C3Cl5FN4
Source: OMol25
Level of theory: ωB97M-V/def2-TZVPD

Last column: Löwdin charge in e.
Positions of all 13 atoms, in Å:
Cl: -1.056 -1.911 1.305  0.817
Cl: -3.734 -0.132 -0.260  0.571
Cl: -1.577 -1.195 -1.883  0.692
Cl: -1.178 0.965 1.812  0.771
Cl: -1.465 1.620 -1.013  0.604
F: 1.759 0.966 -1.786  0.131
N: 3.127 0.180 -0.137  0.061
N: 2.837 -0.342 0.992  -0.118
N: 1.597 -0.349 1.278  -0.094
N: 0.991 0.155 0.191  -0.029
C: -1.912 -0.084 -0.628  -1.624
C: 1.951 0.473 -0.626  -0.571
C: -1.340 -0.346 0.754  -1.212

* DFT total energy: -2733.9826 hartree
* net charge: 0